Entry 1:
# C17H17ClN3O8RuSe2

A molecular structure, C17H17ClN3O8RuSe2 at a distorted geometry (ωB97M-V with the def2-TZVPD basis set, OMol25).

Positions of all 49 atoms, in Å:
Ru1 -0.513 -0.377 -0.335
O1 -2.047 0.715 3.314
Cl1 -1.783 0.277 2.010
O2 -1.232 -1.072 1.982
O3 -0.711 1.104 1.391
O4 -2.947 0.338 1.170
O5 4.869 -5.579 -0.339
N1 4.206 -4.955 0.458
O6 4.409 -4.896 1.653
C1 3.116 -4.111 -0.080
C2 2.524 -4.548 -1.210
C3 1.425 -3.833 -1.778
C4 0.734 -4.253 -2.927
C5 -0.321 -3.499 -3.374
C6 -0.690 -2.345 -2.679
N2 -0.053 -1.922 -1.597
C7 1.001 -2.661 -1.149
C8 1.684 -2.174 0.022
N3 1.240 -0.985 0.518
C9 1.811 -0.504 1.609
C10 2.858 -1.169 2.248
C11 3.325 -2.362 1.760
C12 2.733 -2.901 0.601
H1 2.884 -5.451 -1.682
H2 1.033 -5.157 -3.439
H3 -0.886 -3.789 -4.248
H4 -1.545 -1.760 -2.985
H5 1.430 0.438 1.976
H6 3.286 -0.735 3.140
H7 4.124 -2.886 2.259
O7 -2.432 0.077 -1.583
C13 -2.811 0.637 -2.851
C14 -1.916 1.764 -3.402
C15 -2.325 1.965 -4.870
O8 -3.706 2.262 -4.888
C16 -2.071 3.107 -2.691
Se1 -1.333 3.057 -0.887
C17 -0.440 1.356 -3.390
Se2 0.342 1.558 -1.599
H8 -3.073 0.298 -0.890
H9 -3.847 0.964 -2.809
H10 -2.764 -0.181 -3.577
H11 -2.107 1.055 -5.443
H12 -1.733 2.784 -5.295
H13 -3.988 2.456 -5.788
H14 -3.121 3.383 -2.597
H15 -1.563 3.886 -3.258
H16 0.150 1.976 -4.064
H17 -0.298 0.309 -3.661

Results
Total charge: +1
HOMO level, eV: -11.63
Frontier orbital gap, eV: 7.551


Entry 2:
# C17H17FN2O2

A single C17H17FN2O2 molecule (ωB97M-V with the def2-TZVPD basis set, OMol25).

Positions of all 39 atoms, in Å:
O1 1.435 -1.149 2.928
C1 1.449 -1.200 1.711
C2 2.285 -2.219 0.992
C3 2.062 -3.574 1.207
C4 2.870 -4.526 0.612
C5 3.929 -4.137 -0.192
C6 4.185 -2.793 -0.401
C7 3.362 -1.856 0.193
F1 3.622 -0.546 -0.013
N1 0.722 -0.369 0.938
C8 0.629 -0.443 -0.506
C9 -0.737 0.073 -0.943
C10 -0.838 1.582 -0.674
O2 -0.136 2.197 -1.749
C11 -2.269 2.105 -0.673
C12 -3.391 1.336 -0.956
C13 -4.643 1.932 -0.961
C14 -4.735 3.287 -0.693
N2 -3.676 4.039 -0.446
C15 -2.490 3.464 -0.441
C16 -0.132 1.898 0.673
C17 -0.055 0.676 1.576
H1 1.246 -3.868 1.850
H2 2.678 -5.574 0.782
H3 4.564 -4.880 -0.652
H4 5.011 -2.463 -1.011
H5 0.756 -1.481 -0.824
H6 1.408 0.165 -0.981
H7 -1.506 -0.472 -0.399
H8 -0.865 -0.091 -2.013
H9 -0.169 3.154 -1.647
H10 -3.308 0.284 -1.182
H11 -5.527 1.351 -1.175
H12 -5.687 3.800 -0.681
H13 -1.665 4.138 -0.237
H14 -0.645 2.698 1.206
H15 0.884 2.231 0.449
H16 -1.063 0.312 1.813
H17 0.439 0.920 2.520

Results
HOMO level, eV: -9.23
Frontier orbital gap, eV: 9.835
SMILES string: O=C(c1ccccc1F)N1CCC(O)(c2cccnc2)CC1


Entry 3:
# C25H24F6FeN12O3PSe

A molecular structure, C25H24F6FeN12O3PSe (ωB97M-V with the def2-TZVPD basis set, OMol25).

Positions of all 73 atoms, in Å:
Fe1 0.266 0.042 -0.125
C1 0.408 -5.064 2.171
N1 0.331 -3.983 1.200
C2 0.297 -2.679 1.439
N2 0.003 -2.033 0.321
C3 -0.105 -3.036 -0.601
N3 0.070 -4.234 -0.105
C4 -0.971 -5.561 2.537
C5 -1.338 -6.878 2.320
C6 -2.632 -7.303 2.608
C7 -3.570 -6.409 3.087
C8 -3.206 -5.080 3.297
C9 -1.910 -4.666 3.036
C10 -4.214 -4.123 3.761
N4 -5.446 -4.336 4.047
N5 -5.986 -3.097 4.407
C11 -5.030 -2.247 4.308
O1 -3.866 -2.816 3.905
C12 -5.072 -0.804 4.561
C13 -6.249 -0.239 5.048
C14 -6.309 1.124 5.268
C15 -5.206 1.927 5.000
C16 -4.030 1.367 4.526
C17 -2.838 2.247 4.228
N6 -2.319 2.028 2.885
C18 -1.324 1.227 2.511
N7 -1.266 1.171 1.188
C19 -2.287 1.998 0.811
N8 -2.950 2.534 1.805
C20 -3.966 -0.004 4.312
H1 0.929 -4.665 3.041
H2 1.006 -5.861 1.737
H3 0.500 -2.241 2.401
H4 -0.331 -2.854 -1.640
H5 -0.618 -7.578 1.915
H6 -2.909 -8.334 2.437
H7 -4.588 -6.717 3.285
H8 -1.642 -3.629 3.201
H9 -7.103 -0.876 5.231
H10 -7.221 1.570 5.643
H11 -5.267 2.998 5.154
H12 -2.015 2.051 4.914
H13 -3.116 3.294 4.308
H14 -0.670 0.729 3.203
H15 -2.555 2.180 -0.219
H16 -3.060 -0.459 3.926
Se1 -1.911 -0.207 -1.742
C21 -3.321 -1.374 -1.237
C22 -3.676 -1.503 0.103
C23 -4.768 -2.295 0.426
N9 -5.488 -2.965 -0.474
C24 -5.117 -2.853 -1.750
C25 -4.052 -2.076 -2.184
H17 -3.118 -0.991 0.878
H18 -5.078 -2.401 1.462
H19 -5.707 -3.410 -2.469
H20 -3.801 -2.020 -3.235
N10 0.379 2.103 -2.707
N11 0.208 2.054 -1.286
H21 0.283 3.057 -3.035
H22 -0.339 1.536 -3.139
H23 -0.588 2.605 -0.983
H24 1.044 2.448 -0.866
F1 1.008 -0.123 2.298
P1 2.545 0.458 1.961
F2 2.379 1.481 3.168
F3 3.956 1.024 1.556
F4 1.775 1.539 0.951
F5 2.529 -0.569 0.694
F6 3.149 -0.668 2.906
O2 0.125 -1.195 -3.176
N12 1.296 -0.883 -2.904
O3 1.538 -0.423 -1.768

Results
<S²>: 8.767
Multiplicity: 6
HOMO level (spin up / spin down), eV: -8.32 / -8.62
Frontier orbital gap (spin up / spin down), eV: 7.922 / 6.518


Entry 4:
# C4H5N3O

A single C4H5N3O molecule at a distorted geometry (ωB97M-V with the def2-TZVPD basis set, OMol25).

Positions of all 13 atoms, in Å:
C1 -1.347 1.578 -0.099
C2 -0.995 0.330 -0.071
C3 -1.769 -0.914 0.000
N1 -1.009 -1.946 -0.041
O1 0.320 -1.555 -0.158
C4 0.387 -0.143 -0.044
N2 1.482 0.474 0.036
N3 2.647 -0.241 -0.169
H1 -0.515 2.317 -0.123
H2 -2.359 2.050 -0.184
H3 -2.805 -0.988 0.269
H4 2.595 -1.213 0.116
H5 3.368 0.253 0.469

Results
HOMO level, eV: -8.56
Frontier orbital gap, eV: 8.472
SMILES string: C=C1C=NO/C1=N\N


Entry 5:
# C4H11N2OPS

2 unconnected molecules or ions with the total composition C4H11N2OPS at a distorted geometry (ωB97M-V with the def2-TZVPD basis set, OMol25).

Positions of all 20 atoms, in Å:
O1 -1.994 -1.030 -3.452
P1 -0.894 -0.868 -2.528
N1 -0.683 -2.324 -1.831
C1 0.078 -2.259 -0.664
C2 -0.753 -1.913 0.605
S1 -1.514 -0.244 0.322
H1 -1.382 -3.060 -1.968
H2 0.908 -1.573 -0.914
H3 0.581 -3.253 -0.468
H4 -1.652 -2.490 0.646
H5 -0.335 -2.130 1.536
H6 -0.368 0.627 0.381
C3 0.387 3.190 0.030
N2 0.498 2.188 0.810
C4 1.435 2.005 1.862
H7 -0.347 3.212 -0.826
H8 1.024 4.106 0.022
H9 1.882 2.977 2.098
H10 0.930 1.615 2.868
H11 2.200 1.222 1.473

Results
HOMO level, eV: -8.45
Frontier orbital gap, eV: 9.136
SMILES string: O=PNCCS.C=NC


Entry 6:
# C7H9N2O

A gas-phase ion, C7H9N2O (charge +1) at a distorted geometry (ωB97M-V with the def2-TZVPD basis set, OMol25).

Positions of all 19 atoms, in Å:
C1 0.974 1.543 -0.289
C2 0.146 1.588 0.780
C3 -1.943 -1.192 -0.195
C4 1.144 0.353 -1.165
C5 1.253 -0.884 -0.222
C6 -0.488 0.343 1.205
C7 0.048 -0.958 0.768
N1 -0.897 -1.829 0.168
N2 -2.019 0.172 -0.163
O1 -2.635 0.955 -0.826
H1 1.521 2.423 -0.618
H2 0.197 2.412 1.362
H3 -2.837 -1.714 -0.593
H4 0.512 0.121 -1.998
H5 2.090 0.525 -1.633
H6 1.437 -1.784 -0.834
H7 2.037 -0.716 0.433
H8 -1.030 0.159 2.233
H9 0.490 -1.516 1.586

Results
Total charge: +1
HOMO level (spin up / spin down), eV: -14.16 / -14.16
Frontier orbital gap (spin up / spin down), eV: 7.307 / 7.311


Entry 7:
# CH11O5

5 unconnected molecules or ions with the total composition CH11O5 at a distorted geometry (ωB97M-V with the def2-TZVPD basis set, OMol25).

Positions of all 17 atoms, in Å:
C1 -1.279 0.845 -0.297
O1 -1.080 -0.545 -0.155
H1 -0.288 1.348 -0.315
H2 -1.793 1.159 -1.223
H3 -1.709 1.199 0.656
H4 -3.912 -0.767 0.905
H5 -3.028 -0.655 -0.301
O2 -3.942 -0.437 0.006
H6 0.538 -0.530 -1.332
H7 1.686 -1.058 -0.571
O3 1.503 -0.711 -1.450
H8 1.016 0.380 1.699
H9 0.252 -0.453 0.812
O4 0.891 -0.578 1.605
H10 3.469 0.412 0.432
H11 3.065 1.483 -0.553
O5 3.667 1.327 0.160

Results
Total charge: -1
HOMO level, eV: -4.19
Frontier orbital gap, eV: 8.099


Results for energy: -6781.61630, -1017.87951, -6455.72935, -394.81119, -1083.25491, -456.42542, -420.92089 (in hartree, following the order of the records).
Results for energy relative to the best compared isomer or geometry (same formula, charge and spin): 0.00, 17.62, 47.89, 410.54, 213.19, 602.08, 78.55 (in kJ/mol, following the order of the records).